Record 1
Formula: C17H24BrHgNOSb2
Source: the OMol25 dataset
Level of theory: ωB97M-V with the def2-TZVPD basis set

Last column: Löwdin charge in e.
Cartesian coordinates (Å):
H (2.35, -1.81, -5.79)  0.11
H (-3.68, -0.93, -1.85)  0.01
H (-1.95, 3.78, 7.18)  0.15
C (-1.45, 2.30, 5.18)  0.00
H (2.15, 0.44, 1.10)  -0.03
Sb (-1.31, -0.81, -0.54)  1.31
H (3.62, -1.16, -3.79)  0.11
C (-2.88, 3.93, 4.11)  -0.05
H (-2.53, -2.72, 1.00)  0.02
C (2.34, 1.48, -2.27)  -0.38
H (2.37, 2.55, -2.08)  -0.01
H (3.81, 0.45, 1.67)  0.00
C (0.86, -2.28, -2.18)  -0.31
H (-3.25, -1.16, 1.37)  0.01
H (0.00, -2.82, -5.46)  0.11
C (0.62, -2.51, -4.62)  -0.06
H (-0.87, -3.06, -3.15)  0.09
H (-1.68, -1.53, 2.03)  -0.01
C (0.23, -2.44, -0.87)  -0.26
C (1.91, -1.96, -4.80)  -0.05
C (2.17, -1.81, -2.36)  -0.30
H (3.04, 1.96, 1.07)  -0.02
C (-2.26, 3.45, 5.28)  -0.28
H (1.34, 1.09, -1.98)  -0.05
O (-2.42, 4.19, 6.41)  0.08
C (-2.32, -1.66, 1.16)  -0.31
H (-0.90, 1.92, 6.01)  0.11
H (-0.74, 0.78, 3.85)  0.11
Br (-3.47, 3.95, 1.40)  0.70
H (4.06, -2.15, -1.34)  0.07
H (-0.24, -3.46, -0.75)  0.11
N (-1.96, 2.08, 2.81)  -0.04
Hg (-0.51, 2.39, 0.17)  0.62
H (-2.34, -1.20, -3.02)  0.01
C (2.64, -1.59, -3.66)  -0.07
C (3.13, 0.89, 0.94)  -0.37
H (2.51, 1.29, -3.33)  0.00
C (-2.73, -1.44, -2.03)  -0.30
H (-2.87, -2.52, -1.97)  0.02
C (-1.34, 1.69, 3.96)  -0.14
H (2.69, -1.73, -0.24)  0.02
Sb (3.88, 0.54, -1.08)  1.30
C (-2.67, 3.22, 2.94)  -0.79
H (0.92, -2.25, -0.05)  0.03
C (3.11, -1.56, -1.23)  -0.33
C (0.11, -2.66, -3.32)  -0.07
H (-3.47, 4.85, 4.12)  0.12

The energy above the lowest of the compared OMol25 structures with the same formula, charge and spin comes out at 0.000 eV. The value obtained for the energy is -3999.78858 Ha. Its HOMO energy (alpha / beta) is -10.62 / -10.62 eV. As for the spin multiplicity: 2. The value obtained for the HOMO-LUMO gap (alpha / beta) is 7.8 / 4.2 eV. As for the charge: +1.

Record 2
Formula: C17H24BrN4O2V
Source: the OMol25 dataset
Level of theory: ωB97M-V with the def2-TZVPD basis set

Last column: Löwdin charge in e.
Cartesian coordinates (Å):
C (-0.16, -3.21, -1.25)  -0.06
H (3.86, -1.21, 0.28)  0.11
C (-2.20, 1.86, -1.52)  -0.70
H (2.36, -0.23, 0.49)  0.07
H (-1.94, -1.64, 1.77)  0.08
H (-2.89, 2.23, 1.95)  0.07
H (-1.27, -4.99, -0.78)  0.11
C (0.11, -1.89, -0.89)  -0.27
H (-2.39, -3.95, 1.18)  0.10
C (-1.40, -2.06, 0.91)  -0.16
C (-1.85, 1.68, 3.66)  -0.23
H (4.19, -2.51, -1.66)  0.11
H (2.62, -3.33, -1.47)  0.10
N (2.54, -1.24, -1.35)  -0.16
H (0.86, -0.03, -1.62)  0.10
H (-3.34, 2.66, -3.15)  0.11
C (-2.37, 2.61, -2.68)  -0.08
C (-1.06, -3.97, -0.50)  -0.08
N (-1.04, 1.77, -0.88)  -0.03
C (-0.50, -1.25, 0.19)  -0.17
Br (-3.63, 0.90, -0.77)  0.84
C (-1.68, -3.38, 0.59)  -0.09
H (0.87, 3.61, -2.92)  0.13
H (0.24, 2.15, 3.82)  0.13
C (-0.42, 1.29, 3.97)  -0.22
V (-0.64, 0.78, 0.93)  0.72
C (2.78, -1.17, 0.12)  0.02
C (-0.03, 3.14, -2.55)  0.03
H (1.03, -1.34, -2.80)  0.14
H (3.01, -0.44, -1.76)  0.18
N (0.01, 0.24, 3.02)  -0.03
H (-1.55, 3.11, 2.22)  0.11
C (1.35, 2.14, -0.66)  -0.62
O (1.21, 1.57, 0.48)  -0.15
H (-0.33, -0.67, 3.31)  0.10
O (2.39, 2.45, -1.21)  0.07
C (-1.26, 3.26, -3.19)  -0.02
H (-2.50, 0.80, 3.74)  0.12
H (-2.21, 2.42, 4.37)  0.12
H (2.29, -2.02, 0.58)  0.11
C (0.03, 2.39, -1.40)  -0.17
H (-1.35, 3.86, -4.09)  0.12
H (0.29, -3.65, -2.13)  0.11
N (-1.93, 2.16, 2.26)  -0.03
H (3.00, -2.48, -2.99)  0.11
H (1.02, 0.17, 3.00)  0.10
C (1.06, -1.09, -1.74)  -0.06
C (3.13, -2.48, -1.91)  0.01
H (-0.32, 0.98, 5.01)  0.12

The energy above the lowest of the compared OMol25 structures with the same formula, charge and spin comes out at 0.000 eV. The value obtained for the energy is -4549.57075 Ha. Its HOMO energy (alpha / beta) is -9.60 / -11.33 eV. As for the spin multiplicity: 4. The value obtained for the HOMO-LUMO gap (alpha / beta) is 7.2 / 8.8 eV. As for the charge: +1.

Record 3
Formula: C17H24Cl2N2O6
Source: the OMol25 dataset
Level of theory: ωB97M-V with the def2-TZVPD basis set

Last column: Löwdin charge in e.
Cartesian coordinates (Å):
O (1.71, -0.68, 3.52)  -0.01
C (1.02, -1.66, 3.01)  -0.62
Cl (2.55, -0.76, -2.00)  0.60
H (0.17, 4.17, -2.77)  0.09
C (-3.51, -1.89, -1.78)  -0.04
H (-1.15, -2.91, 2.07)  0.08
C (-1.18, 1.14, -4.48)  -0.16
H (1.32, -4.38, -1.60)  0.11
C (-1.24, -2.48, 3.07)  -0.03
O (-2.18, -2.22, -2.07)  -0.02
H (0.10, -4.41, -0.29)  0.08
C (1.00, 2.38, 2.60)  -0.09
C (-0.41, 3.99, 1.00)  -0.16
H (-3.83, -1.38, -2.67)  0.10
H (-0.94, 4.59, 0.32)  0.09
H (3.54, 0.11, 3.72)  0.12
H (3.22, -0.65, 2.10)  0.08
O (-0.27, -1.50, 3.35)  -0.03
O (1.52, -2.57, 2.31)  0.06
H (-2.16, 2.80, 1.46)  0.13
O (-0.19, -2.99, -1.76)  -0.02
C (1.60, 3.42, 1.92)  -0.16
C (0.69, -3.76, -0.91)  -0.03
H (-1.56, 0.31, -5.05)  0.10
C (-0.35, 2.14, 2.45)  -0.09
C (2.21, -0.37, -0.32)  -0.96
H (1.26, -3.12, -0.23)  0.06
H (-0.88, 4.28, -5.02)  0.11
H (-1.06, -3.35, 3.78)  0.12
H (2.61, -1.19, 0.25)  -0.01
H (-3.52, -1.27, -0.96)  0.07
C (3.09, -0.77, 3.19)  -0.03
H (-2.20, -2.02, 3.37)  0.11
H (0.41, 1.93, -1.67)  0.06
H (-0.74, 1.33, 3.03)  0.10
C (-0.23, 3.30, -3.19)  -0.08
H (-0.57, -0.01, -2.73)  0.06
H (2.61, 0.58, -0.08)  0.02
N (0.93, 4.20, 1.08)  0.07
H (2.63, 3.61, 2.14)  0.10
C (-0.12, 2.08, -2.59)  -0.10
N (-1.37, 2.29, -5.07)  0.05
Cl (0.47, -0.25, 0.13)  0.65
O (-1.96, -3.67, -0.45)  0.13
C (-0.80, 3.36, -4.43)  -0.14
H (-4.18, -2.73, -1.59)  0.10
C (-1.46, -3.07, -1.35)  -0.63
C (-0.69, 0.96, -3.16)  -0.06
H (3.51, -1.67, 3.51)  0.09
C (-1.07, 2.99, 1.63)  -0.09
H (1.65, 1.77, 3.21)  0.08

The structure (SMILES) is COC(=O)OC.COC(=O)OC.c1ccncc1.c1ccncc1.ClCCl. The value obtained for the energy is -2143.47882 Ha. Its HOMO energy is -9.38 eV. The value obtained for the HOMO-LUMO gap is 9.9 eV. As for the charge: 0.

Record 4
Formula: C17H24Cl3F9O14S2
Source: the OMol25 dataset
Level of theory: ωB97M-V with the def2-TZVPD basis set

Last column: Löwdin charge in e.
Cartesian coordinates (Å):
H (-0.86, 1.44, 2.45)  0.11
H (-5.11, -2.10, 2.28)  0.09
H (0.31, -2.93, 0.93)  0.14
C (-0.71, -2.52, 1.07)  -0.16
Cl (-4.57, 0.48, 3.69)  0.55
H (-0.09, -0.49, 0.82)  0.07
H (5.83, 0.25, -3.26)  0.08
S (6.89, 1.41, -0.44)  0.63
C (5.04, -0.14, 0.64)  -0.09
Cl (-3.90, 2.19, 1.54)  0.56
C (2.96, -2.29, -3.71)  -0.46
C (-1.53, 3.10, 3.80)  -0.08
H (-1.77, -0.66, 1.38)  0.08
C (-2.77, -3.37, -1.96)  -0.52
C (4.06, -1.31, -3.45)  -0.38
O (-3.47, -3.30, 0.35)  0.15
C (1.05, 4.32, 0.05)  -0.59
O (-0.24, 3.36, 1.85)  -0.02
F (-3.95, -3.89, -2.12)  0.18
C (-2.55, -3.11, -0.38)  -0.40
O (6.47, 0.06, 0.29)  -0.21
C (-0.77, -1.06, 1.44)  -0.07
C (4.53, 1.29, 0.39)  -0.20
F (1.76, -1.80, -4.06)  0.17
H (3.53, 1.20, 0.02)  0.11
H (-5.57, -2.68, 0.23)  0.08
O (1.16, 1.97, 0.68)  0.16
O (-9.22, -1.65, 1.84)  -0.22
O (4.22, -0.92, -2.31)  0.15
H (5.12, 1.77, -5.26)  0.09
H (-2.22, 2.37, 4.33)  0.08
O (-6.91, -1.05, 2.55)  -0.28
F (2.82, -3.14, -2.66)  0.14
H (6.83, 1.60, -5.25)  0.07
H (-7.10, -3.43, 0.53)  0.14
C (-6.16, -2.29, 2.22)  -0.13
H (4.61, 1.72, 1.39)  0.13
H (-6.10, 1.21, 2.02)  0.00
F (3.21, -3.15, -4.80)  0.09
S (-8.14, -0.77, 1.52)  0.64
O (-7.27, -1.39, 0.26)  -0.20
H (-1.32, -3.05, 1.83)  0.13
O (-8.25, 0.63, 1.45)  -0.21
F (0.00, 5.10, -0.17)  0.18
H (-6.45, -3.12, 2.83)  0.13
C (5.87, -0.04, -4.30)  -0.17
C (-0.46, 2.39, 2.94)  -0.18
C (-6.48, -2.53, 0.77)  -0.14
Cl (-5.87, 3.18, 3.38)  0.51
H (6.04, 0.56, -6.36)  0.08
F (-2.64, -2.19, -2.60)  0.16
C (5.93, 1.03, -5.38)  -0.05
O (5.34, 1.96, -0.55)  -0.17
H (-0.39, -1.00, 2.44)  0.08
H (6.80, -0.69, -4.29)  0.15
O (-1.33, -2.71, -0.23)  0.04
C (0.65, 3.02, 0.86)  -0.35
H (-2.21, 3.59, 3.11)  0.03
F (1.90, 4.97, 0.78)  0.21
H (0.50, 2.21, 3.49)  0.14
H (4.66, -0.85, -0.10)  0.10
O (7.69, 2.25, 0.39)  -0.22
O (4.76, -0.97, -4.52)  0.05
F (1.68, 4.01, -1.08)  0.16
F (-1.89, -4.27, -2.47)  0.14
H (4.97, -0.55, 1.64)  0.13
H (-1.07, 3.82, 4.44)  0.06
C (-5.24, 1.69, 2.56)  -1.45
O (7.38, 1.23, -1.76)  -0.23

The structure (SMILES) is CCOC(=O)C(F)(F)F.CCOC(=O)C(F)(F)F.CCOC(=O)C(F)(F)F.O=S1(=O)OCCO1.O=S1(=O)OCCO1.ClC(Cl)Cl. The value obtained for the energy is -4791.22332 Ha. Its HOMO energy is -11.24 eV. The value obtained for the HOMO-LUMO gap is 11.2 eV. As for the charge: 0.